Record 1
Entry from the OMol25 dataset: a molecular structure, C2FN6O4 (ωB97M-V/def2-TZVPD).

The calculation puts the HOMO-LUMO gap (spin up / spin down) at 5.95 / 7.84 eV. For the LUMO energy (spin up / spin down), the calculation gives 0.06 / 1.29 eV. The value obtained for the relative energy (zero: lowest compared OMol25 entry of this formula, charge and spin) is 476.7 kJ/mol. Its charge is -1. Its highest occupied orbital energy (spin up / spin down) is -5.89 / -6.55 eV. As for the spin multiplicity: 1.

```
13
C2FN6O4, DFT ωB97M-V/def2-TZVPD
C 0.0705 -0.1915 1.3494
C -0.2403 -0.2634 -1.4226
N 0.1063 0.2910 3.2782
N -0.6469 0.4283 2.2499
N 1.2122 -0.7195 1.6309
N 1.2056 -0.4507 2.9260
N 0.9622 0.4018 -1.5388
N -1.5323 0.1605 -1.3076
O 1.9837 -0.2729 -1.7105
O 1.0391 1.6370 -1.3868
O -1.7709 1.3519 -1.4521
O -2.3191 -0.7893 -1.0670
F -0.0702 -1.5831 -1.5489
```

Table of natural (NBO) atomic charges, one value per atom, all in e:
1 C 0.508
2 C 0.477
3 N -0.109
4 N -0.378
5 N -0.366
6 N -0.130
7 N 0.422
8 N 0.427
9 O -0.388
10 O -0.401
11 O -0.368
12 O -0.419
13 F -0.275

***

Record 2
Entry from the OMol25 dataset: 2 unconnected molecules or ions with the total composition C8H9F2NS (ωB97M-V/def2-TZVPD).

The calculation puts the HOMO-LUMO gap at 6.89 eV. For the LUMO energy, the calculation gives -1.47 eV. The value obtained for the relative energy (zero: lowest compared OMol25 entry of this formula, charge and spin) is 239.4 kJ/mol. Its highest occupied orbital energy is -8.36 eV. As for the spin multiplicity: 1. Its structure (SMILES) is C=C=C=NC(C)=S.C/C(F)=C\F.

```
21
C8H9F2NS, DFT ωB97M-V/def2-TZVPD
C 0.9582 -3.4347 1.0218
C 0.9059 -2.2314 1.5555
C 0.7869 -1.1776 2.2859
N 0.8016 -0.0210 2.6532
C 0.8666 0.8405 3.6287
C -0.2022 1.9606 3.8738
S 2.0223 0.8194 4.8758
H 0.7087 -3.7197 0.0210
H 1.2971 -4.2592 1.5786
H -1.0063 1.5418 3.3397
H -0.2279 2.1599 4.9089
H 0.2077 2.8148 3.3366
C -0.1520 0.3732 -3.9366
C 0.2607 0.9245 -2.6221
F 1.1027 1.9835 -2.9355
C 0.1236 0.6038 -1.3262
F -0.7321 -0.3996 -1.0004
H -0.5826 1.1445 -4.4953
H -0.8634 -0.3374 -3.7617
H 0.6533 -0.1247 -4.3037
H 0.4807 0.9497 -0.4791
```

Table of natural (NBO) atomic charges, one value per atom, all in e:
1 C -0.283
2 C -0.156
3 C 0.407
4 N -0.461
5 C 0.143
6 C -0.644
7 S -0.116
8 H 0.210
9 H 0.202
10 H 0.214
11 H 0.250
12 H 0.234
13 C -0.659
14 C 0.347
15 F -0.351
16 C 0.140
17 F -0.343
18 H 0.233
19 H 0.224
20 H 0.230
21 H 0.179

***

Record 3
Entry from the OMol25 dataset: 2 unconnected molecules or ions with the total composition C8H19INO (ωB97M-V/def2-TZVPD).

The calculation puts the HOMO-LUMO gap at 7.89 eV. For the LUMO energy, the calculation gives -4.25 eV. The value obtained for the relative energy (zero: lowest compared OMol25 entry of this formula, charge and spin) is 0.0 kJ/mol. Its charge is +1. Its highest occupied orbital energy is -12.14 eV. As for the spin multiplicity: 1.

```
30
C8H19INO, DFT ωB97M-V/def2-TZVPD
C 0.5425 4.0392 1.2826
C 0.9156 -3.0115 0.4760
C 0.7598 -4.1909 -1.7341
C -0.7992 3.3997 1.6125
C -1.1874 2.2912 0.6283
C -0.2013 1.1337 0.6903
C -0.4006 -0.0349 -1.4253
C 0.8177 -2.8546 -1.0289
N -0.7621 -0.0824 0.0096
O -1.4855 0.1785 -2.0872
I 2.5585 -1.6989 -1.7352
H 0.5688 4.3680 0.2460
H 1.3635 3.3452 1.4476
H 0.7026 4.9055 1.9157
H 1.0873 -2.0662 0.9947
H 1.7650 -3.6500 0.7161
H 0.0236 -3.4959 0.8710
H -0.0668 -4.7797 -1.3351
H 1.6782 -4.7507 -1.5699
H 0.6160 -4.0742 -2.8060
H -0.7731 2.9906 2.6244
H -1.5817 4.1578 1.5853
H -2.1856 1.9328 0.8957
H -1.2292 2.7050 -0.3798
H 0.7345 1.3714 0.1838
H 0.0079 0.8813 1.7312
H -0.0341 -2.2287 -1.3322
H -1.7839 -0.1168 0.1610
H -0.3122 -0.9213 0.4093
H -1.3387 0.2568 -3.0474
```

Table of natural (NBO) atomic charges, one value per atom, all in e:
1 C -0.614
2 C -0.666
3 C -0.647
4 C -0.390
5 C -0.424
6 C -0.234
7 C 0.466
8 C -0.249
9 N -0.644
10 O -0.630
11 I 0.071
12 H 0.209
13 H 0.200
14 H 0.237
15 H 0.189
16 H 0.254
17 H 0.224
18 H 0.221
19 H 0.232
20 H 0.231
21 H 0.205
22 H 0.228
23 H 0.210
24 H 0.218
25 H 0.253
26 H 0.235
27 H 0.163
28 H 0.431
29 H 0.473
30 H 0.548

***

Record 4
Entry from the OMol25 dataset: a molecular structure, C21H42As2NiOP2S (ωB97M-V/def2-TZVPD).

The calculation puts the HOMO-LUMO gap (spin up / spin down) at 6.36 / 6.34 eV. For the LUMO energy (spin up / spin down), the calculation gives 0.38 / 0.38 eV. The value obtained for the relative energy (zero: lowest compared OMol25 entry of this formula, charge and spin) is 121.1 kJ/mol. Its highest occupied orbital energy (spin up / spin down) is -5.97 / -5.96 eV. As for the spin multiplicity: 1.

```
70
C21H42As2NiOP2S, DFT ωB97M-V/def2-TZVPD
Ni -0.0106 -0.0641 -0.8595
C -0.2938 3.7427 -1.7426
As -0.0267 2.3095 -0.4309
C 1.7213 2.9390 0.1904
C -1.1504 2.9364 1.0567
C -0.5548 3.3448 2.2501
C -1.3140 3.6233 3.3773
C -2.6919 3.4897 3.3284
C -3.2950 3.0975 2.1429
C -2.5455 2.8210 1.0033
As -3.4341 2.2958 -0.6748
C -5.0525 3.3991 -0.4947
C -4.2282 0.6103 -0.0670
H -0.3052 4.7184 -1.2569
H -1.2253 3.5814 -2.2796
H 0.5352 3.6953 -2.4494
H 1.7080 3.9986 0.4462
H 2.4179 2.7656 -0.6287
H 2.0546 2.3493 1.0436
H 0.5207 3.4413 2.3159
H -0.8266 3.9378 4.2917
H -3.2954 3.6932 4.2040
H -4.3738 3.0013 2.1151
H -5.6225 3.1767 0.4064
H -5.6841 3.2061 -1.3619
H -4.7758 4.4528 -0.4961
H -4.6613 0.7105 0.9289
H -3.4552 -0.1571 -0.0737
H -5.0054 0.3211 -0.7747
C -1.3447 -0.3092 2.3449
P -0.3402 -1.1271 1.0461
C 1.1292 -1.5426 2.0743
C -1.2434 -2.7430 1.0007
C -1.0023 -3.6018 -0.2409
P 0.7528 -4.1525 -0.5120
C 0.9145 -3.7352 -2.2966
C 0.4976 -5.9718 -0.6573
H -1.5140 -0.9828 3.1890
H -2.3053 0.0022 1.9352
H -0.8329 0.5862 2.6988
H 1.6746 -0.6213 2.2923
H 1.7810 -2.2316 1.5375
H 0.8326 -2.0068 3.0179
H -2.3060 -2.4823 1.0427
H -1.0206 -3.2937 1.9210
H -1.2951 -3.0326 -1.1232
H -1.6402 -4.4894 -0.1979
H 1.9007 -4.0253 -2.6654
H 0.7801 -2.6561 -2.4154
H 0.1523 -4.2374 -2.8974
H 1.4226 -6.4475 -0.9866
H -0.2964 -6.2158 -1.3669
H 0.2392 -6.3858 0.3183
C -1.4089 -0.4607 -1.9649
H -2.0275 0.3316 -2.4134
H -2.0517 -1.3568 -1.9712
O 2.1049 0.0965 -0.9687
S 2.9606 -1.1454 -0.9479
C 3.9425 -1.0393 -2.4864
C 5.3989 -0.7704 -2.1155
C 5.3637 0.0401 -0.8227
C 4.3950 -0.7133 0.0766
H 3.4812 -0.1928 -2.9971
H 3.7840 -1.9387 -3.0781
H 5.9171 -0.2527 -2.9226
H 5.9233 -1.7131 -1.9411
H 4.9815 1.0452 -1.0138
H 6.3482 0.1351 -0.3645
H 4.0001 -0.1489 0.9199
H 4.8215 -1.6507 0.4413
```

Table of natural (NBO) atomic charges, one value per atom, all in e:
1 Ni 0.457
2 C -0.950
3 As 0.924
4 C -0.961
5 C -0.356
6 C -0.175
7 C -0.228
8 C -0.216
9 C -0.213
10 C -0.327
11 As 0.905
12 C -0.952
13 C -0.951
14 H 0.215
15 H 0.243
16 H 0.225
17 H 0.214
18 H 0.237
19 H 0.222
20 H 0.201
21 H 0.211
22 H 0.212
23 H 0.206
24 H 0.208
25 H 0.227
26 H 0.229
27 H 0.211
28 H 0.241
29 H 0.227
30 C -0.950
31 P 0.881
32 C -0.962
33 C -0.717
34 C -0.710
35 P 0.762
36 C -0.948
37 C -0.931
38 H 0.214
39 H 0.239
40 H 0.238
41 H 0.223
42 H 0.243
43 H 0.219
44 H 0.229
45 H 0.210
46 H 0.252
47 H 0.220
48 H 0.215
49 H 0.257
50 H 0.219
51 H 0.226
52 H 0.213
53 H 0.228
54 C -0.869
55 H 0.129
56 H 0.111
57 O -1.011
58 S 1.265
59 C -0.605
60 C -0.410
61 C -0.413
62 C -0.603
63 H 0.255
64 H 0.240
65 H 0.228
66 H 0.205
67 H 0.218
68 H 0.224
69 H 0.252
70 H 0.228

***

Record 5
Entry from the OMol25 dataset: 4 unconnected molecules or ions with the total composition H8O4 (ωB97M-V/def2-TZVPD).

The calculation puts the HOMO-LUMO gap at 10.68 eV. For the LUMO energy, the calculation gives 0.10 eV. The value obtained for the relative energy (zero: lowest compared OMol25 entry of this formula, charge and spin) is 102.5 kJ/mol. Its highest occupied orbital energy is -10.58 eV. As for the spin multiplicity: 1. Its structure (SMILES) is O.O.O.O.

```
12
H8O4, DFT ωB97M-V/def2-TZVPD
O 1.9320 1.2938 0.6654
H 1.9826 0.6643 -0.0558
H 2.7033 1.2778 1.2852
O -2.3458 0.0379 -2.7060
H -2.2338 0.3739 -1.7853
H -2.1681 -0.9125 -2.6562
O -1.1427 0.7081 -0.1970
H -0.3575 1.2106 -0.4646
H -0.8275 0.3095 0.6140
O 0.4502 -1.4320 1.7411
H 0.7233 -2.1568 2.2972
H 1.2841 -1.3746 1.2619
```

Table of natural (NBO) atomic charges, one value per atom, all in e:
1 O -0.966
2 H 0.476
3 H 0.491
4 O -0.968
5 H 0.497
6 H 0.462
7 O -0.960
8 H 0.476
9 H 0.493
10 O -0.928
11 H 0.468
12 H 0.460

***

Record 6
Entry from the OMol25 dataset: 2 unconnected molecules or ions with the total composition C5H10IN (ωB97M-V/def2-TZVPD).

The calculation puts the HOMO-LUMO gap at 8.66 eV. For the LUMO energy, the calculation gives 0.71 eV. The value obtained for the relative energy (zero: lowest compared OMol25 entry of this formula, charge and spin) is 10.8 kJ/mol. Its highest occupied orbital energy is -7.95 eV. As for the spin multiplicity: 1. Its structure (SMILES) is C/C(I)=C\N.C=C.

```
17
C5H10IN, DFT ωB97M-V/def2-TZVPD
C 1.6854 -0.5111 -1.2396
C 0.6569 0.5703 -1.2475
I 1.4066 2.5510 -1.4524
C -0.6620 0.4134 -1.1589
N -1.3164 -0.8032 -1.1196
H 2.6132 -0.1642 -0.7864
H 1.3263 -1.3704 -0.6658
H 1.9101 -0.8469 -2.2559
H -1.3237 1.2660 -1.1703
H -0.7416 -1.6049 -0.9051
H -2.1825 -0.8067 -0.6103
C -1.0834 0.5953 2.2439
C -0.0440 -0.1596 1.9530
H -2.0358 0.1790 2.5267
H -1.0233 1.6710 2.2150
H -0.0960 -1.2382 1.9878
H 0.9102 0.2593 1.6852
```

Table of natural (NBO) atomic charges, one value per atom, all in e:
1 C -0.674
2 C -0.201
3 I 0.085
4 C -0.024
5 N -0.807
6 H 0.230
7 H 0.204
8 H 0.225
9 H 0.207
10 H 0.373
11 H 0.383
12 C -0.392
13 C -0.378
14 H 0.188
15 H 0.197
16 H 0.185
17 H 0.198

***

Record 7
Entry from the OMol25 dataset: 2 unconnected molecules or ions with the total composition C4H15N2O (ωB97M-V/def2-TZVPD).

The calculation puts the HOMO-LUMO gap at 8.83 eV. For the LUMO energy, the calculation gives -3.34 eV. The value obtained for the relative energy (zero: lowest compared OMol25 entry of this formula, charge and spin) is 158.3 kJ/mol. Its charge is +1. Its highest occupied orbital energy is -12.17 eV. As for the spin multiplicity: 1.

```
22
C4H15N2O, DFT ωB97M-V/def2-TZVPD
C -0.0304 1.3416 -0.8172
C -0.7772 0.0697 -0.6179
C -0.0101 -1.0324 0.1125
C 1.3031 -1.4601 -0.6139
N 0.9167 -2.4830 -1.6149
N 0.1948 2.1359 0.5000
H 0.9071 1.0581 -1.2903
H -0.5479 2.1583 -1.3761
H -1.1355 -0.4347 -1.5636
H -1.7349 0.2828 -0.0783
H 0.1920 -0.7777 1.1516
H -0.7509 -1.8908 0.2749
H 1.8227 -1.8808 0.2808
H 1.8506 -0.7657 -1.2866
H 0.4124 -3.2151 -1.1439
H 1.6175 -2.8172 -2.2478
H 1.1325 2.0272 0.8868
H -0.5284 1.9903 1.2338
H 0.1410 3.0955 0.1533
H -2.0378 0.2678 2.4016
H -1.2723 1.1684 3.2712
O -1.6649 1.1620 2.3838
```

Table of natural (NBO) atomic charges, one value per atom, all in e:
1 C -0.207
2 C -0.456
3 C -0.416
4 C -0.243
5 N -0.853
6 N -0.706
7 H 0.235
8 H 0.222
9 H 0.275
10 H 0.214
11 H 0.191
12 H 0.235
13 H 0.185
14 H 0.202
15 H 0.361
16 H 0.381
17 H 0.434
18 H 0.476
19 H 0.434
20 H 0.500
21 H 0.492
22 O -0.957

***

Record 8
Entry from the OMol25 dataset: a molecular structure, C25H26ClCoOPS3 (ωB97M-V/def2-TZVPD).

The calculation puts the HOMO-LUMO gap (spin up / spin down) at 8.29 / 6.86 eV. For the LUMO energy (spin up / spin down), the calculation gives -5.70 / -7.53 eV. The value obtained for the relative energy (zero: lowest compared OMol25 entry of this formula, charge and spin) is 121.3 kJ/mol. Its charge is +2. Its highest occupied orbital energy (spin up / spin down) is -13.99 / -14.39 eV. As for the spin multiplicity: 4. As for the expectation value of S²: 3.77.

```
58
C25H26ClCoOPS3, DFT ωB97M-V/def2-TZVPD
Co -0.5662 -0.6612 -0.4189
C -1.1940 -4.3699 -0.3017
C -0.4519 -4.7434 -1.5830
S 0.5035 -3.4481 -2.4462
C -0.7244 -2.9007 -3.7116
C -0.8412 -1.4010 -3.8664
S -1.6892 -0.4828 -2.5292
C -3.2714 -1.3880 -2.2826
C -3.2636 -2.6895 -1.4881
S -2.0464 -2.7646 -0.1050
H -0.5039 -4.3478 0.5438
H -1.9452 -5.1413 -0.1123
H -1.1126 -5.1922 -2.3225
H 0.2915 -5.4943 -1.3070
H -1.6792 -3.3594 -3.4783
H -0.3768 -3.3156 -4.6597
H -1.3995 -1.1718 -4.7759
H 0.1436 -0.9380 -3.9344
H -3.6866 -1.5673 -3.2745
H -3.8973 -0.6490 -1.7804
H -3.0880 -3.5612 -2.1120
H -4.2410 -2.8023 -1.0174
Cl -2.3460 0.3225 0.8421
C -1.9658 2.0042 0.8767
C -2.9795 2.9370 0.9845
C -2.6520 4.2856 0.9725
C -1.3281 4.6793 0.8503
C -0.3179 3.7367 0.7616
C -0.6239 2.3786 0.7914
P 0.6339 1.0786 0.6057
C 2.1459 1.9554 0.1295
C 2.4080 2.1564 -1.2262
C 3.5124 2.8946 -1.6101
C 4.3613 3.4229 -0.6477
C 4.1025 3.2238 0.7020
C 3.0026 2.4839 1.0980
C 0.9440 0.3843 2.2570
C 0.0435 0.5202 3.3145
C 0.3327 -0.0566 4.5375
C 1.5127 -0.7655 4.7192
C 2.4164 -0.8941 3.6729
C 2.1250 -0.3472 2.4388
H -4.0075 2.6227 1.0584
H -3.4311 5.0271 1.0525
H -1.0768 5.7272 0.8213
H 0.7114 4.0508 0.6705
H 1.7488 1.7293 -1.9711
H 3.7178 3.0555 -2.6576
H 5.2313 3.9844 -0.9494
H 4.7559 3.6484 1.4495
H 2.8028 2.3296 2.1487
H -0.8629 1.0945 3.1921
H -0.3578 0.0518 5.3589
H 1.7246 -1.2111 5.6785
H 3.3398 -1.4314 3.8229
H 2.8131 -0.4657 1.6118
O 1.6849 -2.3801 0.1284
C 0.9174 -1.8443 -0.5227
```

Table of natural (NBO) atomic charges, one value per atom, all in e:
1 Co 1.043
2 C -0.531
3 C -0.546
4 S 0.304
5 C -0.529
6 C -0.521
7 S 0.222
8 C -0.539
9 C -0.530
10 S 0.207
11 H 0.253
12 H 0.263
13 H 0.243
14 H 0.272
15 H 0.221
16 H 0.266
17 H 0.260
18 H 0.253
19 H 0.265
20 H 0.259
21 H 0.234
22 H 0.266
23 Cl 0.049
24 C -0.050
25 C -0.216
26 C -0.150
27 C -0.193
28 C -0.098
29 C -0.413
30 P 0.843
31 C -0.406
32 C -0.139
33 C -0.202
34 C -0.160
35 C -0.191
36 C -0.186
37 C -0.415
38 C -0.202
39 C -0.183
40 C -0.162
41 C -0.215
42 C -0.141
43 H 0.246
44 H 0.249
45 H 0.245
46 H 0.234
47 H 0.201
48 H 0.235
49 H 0.240
50 H 0.241
51 H 0.235
52 H 0.221
53 H 0.237
54 H 0.240
55 H 0.238
56 H 0.215
57 O -0.430
58 C 0.347